DFT (ωB97M-V/def2-TZVPD) results for an isolated ion of composition C10H13N4O and charge +1.

```
28
Properties=species:S:1:pos:R:3:forces:R:3
O 2.3813 -2.9701 0.5929 0.42 0.32 0.24
N 2.1265 -1.9198 -0.2246 -0.29 -0.03 -0.29
C 2.1744 -1.8828 -1.5504 -0.16 0.05 0.26
N 1.9148 -0.6684 -2.0056 0.06 -0.06 0.05
C 1.6934 0.0891 -0.9173 -0.03 -0.26 0.07
N 1.3760 1.3696 -0.9280 0.03 0.11 -0.01
C 1.1233 2.1707 0.2625 0.10 -0.10 0.34
C 0.0243 1.6333 1.2115 0.03 0.10 -0.13
C -1.0573 0.7691 0.6110 -0.10 -0.09 -0.05
C -1.5852 0.9933 -0.6597 -0.01 0.03 0.12
C -2.5953 0.1841 -1.1626 0.04 0.00 0.09
C -3.1004 -0.8594 -0.3987 0.08 0.08 -0.02
C -2.5980 -1.0787 0.8779 -0.08 -0.02 -0.12
C -1.5844 -0.2722 1.3743 0.05 -0.05 -0.10
N 1.8280 -0.6564 0.2104 0.22 0.19 -0.22
H 1.7765 -2.9084 1.3500 -0.28 -0.20 -0.19
H 2.3978 -2.7657 -2.1298 -0.01 0.05 -0.01
H 1.2455 1.7757 -1.8402 0.05 -0.06 -0.05
H 0.9095 3.1838 -0.0642 -0.11 -0.07 -0.16
H 2.0530 2.2380 0.8349 0.03 0.09 -0.04
H 0.5030 1.0854 2.0282 -0.08 -0.02 0.07
H -0.4349 2.4993 1.6923 0.06 0.03 0.03
H -1.2290 1.8191 -1.2626 0.00 0.02 0.00
H -2.9914 0.3819 -2.1491 -0.02 -0.03 -0.02
H -3.8844 -1.4866 -0.8002 -0.02 -0.02 0.06
H -3.0064 -1.8737 1.4874 0.02 -0.01 0.02
H -1.2103 -0.4472 2.3776 0.01 0.03 0.02
H 1.7498 -0.4030 1.1824 0.00 -0.10 0.04
```
Forces are in eV/Å.

Energy relative to the best compared isomer or geometry (same formula, charge and spin)   1.560 eV
Orbital gap   9.18 eV
SMILES   On1cnc(NCCc2ccccc2)[nH+]1
LUMO   -3.18 eV
Charge   +1
Molecular weight   205.2 g mol⁻¹

These are the Mulliken partial charges, in e, on atoms 1 to 8:
1. O -0.42
2. N 0.22
3. C -0.11
4. N -0.61
5. C 0.43
6. N -0.06
7. C -0.81
8. C -1.21